Record 1
Below is a molecular structure, C5H10O, with properties calculated with ωB97M-V/def2-TZVPD.

Each line ends with the natural charge from an NBO analysis.
Geometry (Å):
1 C -0.69890 -1.23327 -1.56248  -0.604
2 C -0.17268 0.12383 -1.09481  -0.400
3 C -0.23928 0.30824 0.41125  -0.253
4 C 0.38698 1.53599 1.07804  -0.054
5 O 0.79260 0.75334 2.20788  -0.534
6 C 0.67445 -0.43456 1.40617  -0.064
7 H -1.73702 -1.38951 -1.24562  0.203
8 H -0.09849 -2.05161 -1.14957  0.203
9 H -0.66989 -1.31756 -2.65420  0.212
10 H -0.76366 0.92219 -1.56547  0.204
11 H 0.86002 0.26035 -1.44065  0.198
12 H -1.27561 0.20007 0.75306  0.201
13 H -0.24262 2.37544 1.37789  0.182
14 H 1.25123 1.90449 0.50056  0.158
15 H 0.24995 -1.29495 1.93762  0.182
16 H 1.68290 -0.66248 1.04033  0.165

**Kohn-Sham gap**: 10.73 eV
**Multiplicity**: 1
**Energy above the lowest of the compared OMol25 structures with the same formula, charge and spin**: 30.84 kcal per mole
**Calculated total energy**: -7393.4281 eV



Record 2
Below is 2 unconnected molecules or ions with the total composition C5H10O, with properties calculated with ωB97M-V/def2-TZVPD.

Each line ends with the natural charge from an NBO analysis.
Geometry (Å):
1 O 2.00542 0.39996 -1.59839  -0.951
2 C 0.97933 -0.79112 1.43899  -0.451
3 C -0.00506 -0.32747 0.67692  0.048
4 C -1.04464 -0.99058 -0.20884  -0.457
5 C -1.62633 0.41498 -0.51761  -0.391
6 C -0.51237 1.06450 0.34613  -0.462
7 H 2.80505 0.90574 -1.41793  0.467
8 H 1.16854 -1.85848 1.52914  0.205
9 H 1.61051 -0.11947 2.01731  0.202
10 H 1.84091 -0.07794 -0.77208  0.481
11 H -1.71714 -1.67819 0.31444  0.218
12 H -0.62595 -1.51196 -1.07562  0.224
13 H -1.59899 0.69424 -1.57392  0.212
14 H -2.63741 0.57036 -0.13163  0.204
15 H -0.85068 1.65484 1.20395  0.216
16 H 0.20883 1.65060 -0.23087  0.236

**SMILES string**: C=C1CCC1.O
**Kohn-Sham gap**: 10.47 eV
**Multiplicity**: 1
**Energy above the lowest of the compared OMol25 structures with the same formula, charge and spin**: 34.17 kcal per mole
**Calculated total energy**: -7393.2836 eV



Record 3
Below is a single C5H10O molecule, with properties calculated with ωB97M-V/def2-TZVPD.

Each line ends with the natural charge from an NBO analysis.
Geometry (Å):
1 C 1.42458 -0.24411 0.99516  -0.605
2 C 0.17469 0.60655 0.91251  -0.249
3 C -0.39400 0.82926 -0.43949  -0.228
4 C -0.00691 0.10324 -1.68454  -0.637
5 C -1.12331 -0.08237 0.70034  0.003
6 O -1.03595 -1.46746 0.54151  -0.719
7 H 1.38332 -1.11255 0.33255  0.225
8 H 1.59414 -0.60451 2.01162  0.214
9 H 2.28104 0.37054 0.69538  0.211
10 H 0.18066 1.45890 1.58515  0.215
11 H -0.82657 1.83002 -0.57509  0.202
12 H -0.17122 -0.97045 -1.53403  0.226
13 H -0.63045 0.42326 -2.52854  0.214
14 H 1.03851 0.26981 -1.94205  0.208
15 H -1.97506 0.44500 0.31336  0.234
16 H -1.91346 -1.85515 0.61617  0.486

**SMILES string**: C[C@@H]1[C@H](C)[C@@H]1O
**Kohn-Sham gap**: 8.89 eV
**Multiplicity**: 1
**Energy above the lowest of the compared OMol25 structures with the same formula, charge and spin**: 58.53 kcal per mole
**Calculated total energy**: -7392.2274 eV



Record 4
Below is a molecular structure, C5H10O, with properties calculated with ωB97M-V/def2-TZVPD.

Each line ends with the natural charge from an NBO analysis.
Geometry (Å):
1 C -0.79210 1.14919 -0.73470  -0.636
2 C -0.11929 -0.04120 -0.09351  -0.048
3 C -1.06480 -1.18707 0.23219  -0.632
4 C 0.86245 0.24513 1.06233  -0.074
5 O 1.90079 -0.64238 0.72075  -0.549
6 C 1.80908 -0.56351 -0.67734  -0.090
7 H -1.36255 0.85728 -1.62225  0.222
8 H -0.06660 1.91591 -1.02264  0.223
9 H -1.49796 1.60180 -0.02380  0.222
10 H -1.65161 -1.48849 -0.64164  0.218
11 H -0.50633 -2.05321 0.60051  0.234
12 H -1.76332 -0.87066 1.01837  0.221
13 H 0.47039 0.02037 2.06457  0.181
14 H 1.20782 1.29213 1.03060  0.170
15 H 0.59123 -0.73267 -0.94334  0.234
16 H 1.98279 0.49740 -0.97010  0.104

**Kohn-Sham gap**: 8.81 eV
**Multiplicity**: 1
**Energy above the lowest of the compared OMol25 structures with the same formula, charge and spin**: 110.08 kcal per mole
**Calculated total energy**: -7389.9920 eV



Record 5
Below is a single C5H10O molecule, with properties calculated with ωB97M-V/def2-TZVPD.

Each line ends with the natural charge from an NBO analysis.
Geometry (Å):
1 C 0.31724 1.64624 -0.04589  -0.596
2 C 0.24721 0.10697 -0.05561  -0.134
3 C -0.94767 -0.62266 -0.45878  -0.036
4 C 1.50322 -0.50581 -0.57165  -0.412
5 C 1.15814 -0.63128 0.85320  -0.414
6 H 1.44689 2.02209 -0.14469  0.211
7 H -0.26929 2.18875 -0.87903  0.224
8 H -0.11108 2.11565 1.02799  0.222
9 H -0.68614 -1.70804 -0.15701  0.169
10 H -1.14230 -0.56687 -1.58029  0.174
11 H -2.95701 -0.19635 -0.06726  0.476
12 H 1.51012 -1.49423 -1.13342  0.211
13 H 2.28330 0.21586 -0.88307  0.217
14 H 1.80198 -0.20834 1.71018  0.223
15 H 0.94097 -1.68118 1.06507  0.212
16 O -2.06078 -0.08102 0.33923  -0.747

**SMILES string**: CC1(CO)CC1
**Kohn-Sham gap**: 10.90 eV
**Multiplicity**: 1
**Energy above the lowest of the compared OMol25 structures with the same formula, charge and spin**: 54.31 kcal per mole
**Calculated total energy**: -7392.4103 eV



Record 6
Below is 2 unconnected molecules or ions with the total composition C5H10O, with properties calculated with ωB97M-V/def2-TZVPD.

Each line ends with the natural charge from an NBO analysis.
Geometry (Å):
1 O 1.35993 1.22358 -0.57185  -0.719
2 C 0.33624 0.43743 -1.16173  0.106
3 C -1.03520 0.69835 -0.49867  -0.467
4 C -1.11845 -0.37227 0.56059  -0.194
5 C -0.19514 -1.31392 0.37891  -0.181
6 C 0.67026 -1.02492 -0.82183  -0.461
7 H 1.13916 2.15252 -0.71330  0.465
8 H 0.30533 0.61203 -2.24671  0.163
9 H -1.09386 1.71758 -0.09516  0.210
10 H -1.85564 0.59183 -1.22225  0.213
11 H 0.72969 0.37344 3.51227  -0.013
12 H -1.86066 -0.36337 1.35343  0.212
13 H 0.51636 0.28246 2.80521  0.009
14 H -0.07406 -2.20059 0.99463  0.212
15 H 1.74242 -1.11338 -0.61870  0.231
16 H 0.43362 -1.70075 -1.65485  0.213

**SMILES string**: OC1CC=CC1.[H][H]
**Kohn-Sham gap**: 10.28 eV
**Multiplicity**: 1
**Energy above the lowest of the compared OMol25 structures with the same formula, charge and spin**: 37.75 kcal per mole
**Calculated total energy**: -7393.1284 eV



Result set for LUMO energy: 0.042, 0.034, 0.031, 0.029, 0.034, 0.037 Eh, one per record in the order listed.